Here is the molecule C21H23N3O4S at a distorted geometry from the Open Molecules 2025 dataset. Energies are from wB97M-V/def2-TZVPD.

Bonds (Å) are listed after each position.
Geometry (Å):
1 C 0.086 -3.579 6.915  C2 1.482, H50 1.089, H51 1.089, H52 1.085
2 C 0.255 -3.408 5.453  C1 1.482, C3 1.365, O6 1.344
3 C 0.916 -2.471 4.712  C2 1.365, C4 1.419, H49 1.067
4 C 0.683 -2.887 3.375  C3 1.419, N5 1.314, N7 1.378
5 N -0.053 -3.974 3.343  C4 1.314, O6 1.357
6 O -0.321 -4.302 4.632  C2 1.344, N5 1.357
7 N 1.111 -2.318 2.195  C4 1.378, C8 1.368, H48 1.010
8 C 1.845 -1.169 2.074  N7 1.368, O9 1.208, C10 1.516
9 O 2.224 -0.520 3.019  C8 1.208
10 C 2.085 -0.780 0.629  C8 1.516, H11 1.089, C12 1.543, H47 1.092
11 H 2.914 -0.074 0.595  C10 1.089
12 C 0.816 -0.122 0.046  C10 1.543, C13 1.507, H24 1.096, C25 1.540
13 C 0.900 -0.055 -1.457  C12 1.507, C14 1.390, C18 1.388
14 C 1.913 0.660 -2.086  C13 1.390, C15 1.382, H23 1.079
15 C 2.006 0.681 -3.465  C14 1.382, C16 1.384, H22 1.080
16 C 1.091 -0.015 -4.237  C15 1.384, C17 1.383, H21 1.080
17 C 0.074 -0.721 -3.621  C16 1.383, C18 1.383, H20 1.080
18 C -0.020 -0.738 -2.241  C13 1.388, C17 1.383, H19 1.081
19 H -0.817 -1.295 -1.768  C18 1.081
20 H -0.646 -1.264 -4.215  C17 1.080
21 H 1.171 -0.007 -5.314  C16 1.080
22 H 2.800 1.238 -3.940  C15 1.080
23 H 2.636 1.203 -1.497  C14 1.079
24 H -0.050 -0.737 0.316  C12 1.096
25 C 0.620 1.271 0.672  C12 1.540, N26 1.436, H45 1.090, H46 1.097
26 N -0.692 1.801 0.426  C25 1.436, S27 1.658, C41 1.438
27 S -0.863 3.127 -0.556  N26 1.658, O28 1.434, O29 1.435, C30 1.794
28 O 0.417 3.758 -0.705  S27 1.434
29 O -1.971 3.903 -0.075  S27 1.435
30 C -1.344 2.454 -2.147  S27 1.794, C31 1.380, C35 1.381
31 C -0.623 2.800 -3.271  C30 1.380, C32 1.385, H40 1.078
32 C -1.040 2.345 -4.511  C31 1.385, C33 1.385, H39 1.079
33 C -2.169 1.549 -4.611  C32 1.385, C34 1.386, H38 1.080
34 C -2.884 1.205 -3.474  C33 1.386, C35 1.385, H37 1.080
35 C -2.474 1.665 -2.235  C30 1.381, C34 1.385, H36 1.078
36 H -3.026 1.429 -1.340  C35 1.078
37 H -3.766 0.587 -3.556  C34 1.080
38 H -2.496 1.198 -5.578  C33 1.080
39 H -0.488 2.617 -5.398  C32 1.079
40 H 0.248 3.424 -3.154  C31 1.078
41 C -1.778 1.398 1.278  N26 1.438, H42 1.088, H43 1.095, H44 1.094
42 H -2.565 2.142 1.176  C41 1.088
43 H -2.165 0.413 0.996  C41 1.095
44 H -1.458 1.365 2.323  C41 1.094
45 H 1.326 1.982 0.244  C25 1.090
46 H 0.798 1.212 1.752  C25 1.097
47 H 2.344 -1.662 0.039  C10 1.092
48 H 0.827 -2.821 1.366  N7 1.010
49 H 1.480 -1.624 5.032  C3 1.067
50 H -0.968 -3.521 7.180  C1 1.089
51 H 0.454 -4.557 7.222  C1 1.089
52 H 0.634 -2.804 7.441  C1 1.085

LUMO level in eV: 0.58
SMILES: Cc1cc(NC(=O)C[C@@H](CN(C)S(=O)(=O)c2ccccc2)c2ccccc2)no1
Molecular weight in g mol⁻¹: 413.5
Energy above the lowest of the compared OMol25 structures with the same formula, charge and spin in eV: 2.9077
Electronic energy in eV: -45644.9689
Frontier orbital gap in eV: 9.57
E_HOMO in eV: -9.0